DFT (ωB97M-V/def2-TZVPD) results for an isolated molecule of C4H8O in a non-equilibrium geometry.

```
13
C4H8O, DFT ωB97M-V/def2-TZVPD
C -1.411 0.192 0.097
C -0.080 0.074 -0.490
C 0.518 -1.339 -0.488
C 0.806 1.060 0.209
O 0.641 1.473 1.437
H -1.791 -0.580 0.760
H -0.142 0.968 1.778
H -1.986 1.104 -0.026
H -0.049 0.464 -1.526
H 1.506 -1.380 -0.958
H -0.169 -1.999 -1.029
H 0.606 -1.710 0.538
H 1.551 1.672 -0.301
```

Values from the calculation:
HOMO level (alpha / beta), eV: -8.2 / -6.4
ΔE to the lowest compared entry with this formula, charge and spin, kJ/mol: 365.81
2S+1: 1

DFT (ωB97M-V/def2-TZVPD) results for an isolated molecule of C4H8O.

```
13
C4H8O, DFT ωB97M-V/def2-TZVPD
O -1.688 0.051 -1.159
C -0.324 0.136 -0.809
C 0.067 0.963 0.440
C 0.894 -0.245 0.941
C 0.173 -1.132 -0.098
H -2.016 0.931 -1.377
H 0.297 0.407 -1.678
H -0.816 1.150 1.058
H 0.603 1.904 0.277
H 0.765 -0.525 1.990
H 1.964 -0.138 0.743
H -0.684 -1.653 0.343
H 0.766 -1.849 -0.672
```

Values from the calculation:
HOMO level, eV: -10.0
SMILES string: OC1CCC1
ΔE to the lowest compared entry with this formula, charge and spin, kJ/mol: 85.61
2S+1: 1

DFT (ωB97M-V/def2-TZVPD) results for a structure of composition C4H8O.

```
13
C4H8O, DFT ωB97M-V/def2-TZVPD
C 0.948 0.726 -0.197
C -0.536 0.745 0.116
C -1.126 -0.588 -0.343
O -0.102 -1.596 -0.231
C 0.969 -1.298 0.530
H 1.125 0.762 -1.279
H 1.519 1.510 0.306
H -1.058 1.557 -0.408
H -0.679 0.904 1.190
H -2.035 -0.861 0.206
H -1.356 -0.558 -1.414
H 0.684 -0.929 1.535
H 1.647 -0.373 -0.009
```

Values from the calculation:
HOMO level, eV: -8.1
ΔE to the lowest compared entry with this formula, charge and spin, kJ/mol: 415.69
2S+1: 1

DFT (ωB97M-V/def2-TZVPD) results for a cluster of 3 separate species, C4H8O in total in a non-equilibrium geometry.

```
13
C4H8O, DFT ωB97M-V/def2-TZVPD
C -0.034 0.528 -0.497
C 1.212 0.731 0.339
C -0.418 -1.650 0.084
C -1.288 0.646 -0.033
O -2.357 0.738 0.355
H 0.025 0.306 -1.551
H -0.409 2.218 -0.747
H 1.758 1.594 -0.039
H 1.829 -0.164 0.280
H 0.956 0.910 1.382
H -0.324 -1.751 1.163
H 0.423 -2.088 -0.448
H -1.373 -2.017 -0.287
```

Values from the calculation:
HOMO level, eV: -6.7
ΔE to the lowest compared entry with this formula, charge and spin, kJ/mol: 599.15
2S+1: 1

DFT (ωB97M-V/def2-TZVPD) results for an isolated molecule of C4H8O.

```
13
C4H8O, DFT ωB97M-V/def2-TZVPD
C 1.281 -0.353 -0.597
C -0.073 -0.425 0.115
C -1.152 0.404 -0.609
C -0.051 0.156 1.503
O 0.697 1.014 1.905
H 1.102 -0.271 -1.669
H 1.843 0.531 -0.300
H 1.874 -1.243 -0.373
H -0.468 -1.451 0.235
H -2.105 0.458 -0.056
H -1.351 -0.048 -1.580
H -0.778 1.421 -0.783
H -0.820 -0.191 2.210
```

Values from the calculation:
HOMO level, eV: -9.7
SMILES string: CC(C)C=O
ΔE to the lowest compared entry with this formula, charge and spin, kJ/mol: 33.08
2S+1: 1

DFT (ωB97M-V/def2-TZVPD) results for an isolated molecule of C4H8O in a non-equilibrium geometry.

```
13
C4H8O, DFT ωB97M-V/def2-TZVPD
O -0.733 -1.832 0.876
C -0.480 -0.461 1.046
C 0.879 0.038 -0.013
C 0.285 0.836 -1.169
C -0.896 0.577 -0.188
H 0.111 -2.303 1.004
H 0.087 -0.279 1.959
H 1.219 -0.944 -0.271
H 1.502 0.656 0.619
H 0.243 0.346 -2.156
H 0.636 1.878 -1.307
H -1.648 -0.008 -0.680
H -1.204 1.495 0.280
```

Values from the calculation:
HOMO level, eV: -7.5
ΔE to the lowest compared entry with this formula, charge and spin, kJ/mol: 403.21
2S+1: 1

DFT (ωB97M-V/def2-TZVPD) results for a cluster of 2 separate species, C4H8O in total.

```
13
C4H8O, DFT ωB97M-V/def2-TZVPD
O 1.796 -1.046 0.476
C 1.468 0.302 0.482
C 0.671 1.004 -0.454
C -1.771 0.484 0.111
C -1.490 -0.792 -0.162
H 1.513 -1.409 -0.376
H 2.206 1.011 -0.109
H 1.523 0.665 1.510
H 0.649 0.404 -1.387
H -1.642 0.898 1.107
H -2.174 1.157 -0.640
H -1.097 -1.467 0.595
H -1.652 -1.209 -1.154
```

Values from the calculation:
HOMO level, eV: -8.9
ΔE to the lowest compared entry with this formula, charge and spin, kJ/mol: 474.20
2S+1: 1

DFT (ωB97M-V/def2-TZVPD) results for an isolated molecule of C4H8O in a non-equilibrium geometry.

```
13
C4H8O, DFT ωB97M-V/def2-TZVPD
O 0.073 -1.998 -0.636
C 0.412 -0.739 -0.055
C -0.494 -0.012 0.949
C -0.084 1.319 0.183
C 0.268 0.419 -1.039
H 0.025 -2.674 0.058
H 1.513 -0.722 0.354
H -0.375 -0.113 2.081
H -1.505 -0.333 0.737
H -0.824 2.075 0.002
H 0.708 1.788 0.666
H 1.036 0.663 -1.859
H -0.754 0.329 -1.440
```

Values from the calculation:
HOMO level, eV: -10.1
SMILES string: OC1CCC1
ΔE to the lowest compared entry with this formula, charge and spin, kJ/mol: 132.60
2S+1: 1

DFT (ωB97M-V/def2-TZVPD) results for the ion C4H8O2 with charge -2 in a non-equilibrium geometry.

```
14
C4H8O2, DFT ωB97M-V/def2-TZVPD
O -2.262 0.623 -2.089
C -1.677 0.611 -0.865
C -0.292 -0.078 -0.680
C 0.515 0.250 0.568
C 1.571 -0.793 0.949
O 2.235 -0.557 2.120
H -1.600 1.667 -0.476
H -2.256 0.103 -0.037
H -0.569 -1.135 -0.790
H 0.363 0.130 -1.548
H 0.998 1.235 0.553
H -0.195 0.333 1.407
H 2.297 -0.894 0.097
H 1.008 -1.774 0.979
```

Values from the calculation:
HOMO level, eV: 0.9
Total charge: -2
SMILES string: [O-]CCCC[O-]
ΔE to the lowest compared entry with this formula, charge and spin, kJ/mol: 17.30
2S+1: 1

DFT (ωB97M-V/def2-TZVPD) results for a structure of composition C4H8O2.

```
14
C4H8O2, DFT ωB97M-V/def2-TZVPD
O -0.718 -1.160 1.954
C -0.518 0.012 1.192
C 0.323 -0.273 -0.040
C -0.232 -0.522 -1.461
O 0.692 0.434 -2.008
C 0.885 0.987 -0.703
H -1.310 -0.936 2.683
H 0.002 0.784 1.793
H -1.472 0.455 0.869
H 1.063 -1.047 0.146
H -0.088 -1.503 -1.927
H -1.278 -0.209 -1.586
H 1.911 1.311 -0.505
H 0.203 1.840 -0.542
```

Values from the calculation:
HOMO level, eV: -9.7
ΔE to the lowest compared entry with this formula, charge and spin, kJ/mol: 217.52
2S+1: 1

DFT (ωB97M-V/def2-TZVPD) results for a structure of composition C4H8O2.

```
14
C4H8O2, DFT ωB97M-V/def2-TZVPD
C -1.921 -0.706 -0.342
C -0.722 -0.611 -1.050
O -0.196 1.046 -0.197
C 1.127 1.095 0.287
C 1.590 -0.110 1.098
O 2.608 -0.711 0.845
H -1.219 0.460 0.183
H -1.991 -1.359 0.525
H -2.849 -0.516 -0.877
H 0.183 -1.110 -0.709
H -0.686 -0.214 -2.059
H 1.310 1.989 0.905
H 1.800 1.149 -0.578
H 0.966 -0.403 1.970
```

Values from the calculation:
HOMO level, eV: -9.0
ΔE to the lowest compared entry with this formula, charge and spin, kJ/mol: 461.14
2S+1: 1

DFT (ωB97M-V/def2-TZVPD) results for a cluster of 2 separate species, C4H8O2 in total.

```
14
C4H8O2, DFT ωB97M-V/def2-TZVPD
C 2.240 0.317 -0.746
C -0.517 1.457 -0.264
O -0.757 0.802 0.848
C -1.846 -0.120 0.760
O -2.847 0.158 1.336
C -1.533 -1.362 -0.010
H 2.057 0.274 0.332
H 2.584 -0.658 -1.097
H 3.000 1.074 -0.955
H 0.269 2.179 0.055
H 1.316 0.579 -1.271
H -1.225 -1.101 -1.026
H -2.422 -1.994 -0.029
H -0.706 -1.896 0.469
```

Values from the calculation:
HOMO level, eV: -9.2
ΔE to the lowest compared entry with this formula, charge and spin, kJ/mol: 360.76
2S+1: 1

DFT (ωB97M-V/def2-TZVPD) results for a cluster of 2 separate species, C4H8O2 in total.

```
14
C4H8O2, DFT ωB97M-V/def2-TZVPD
C -1.754 -1.020 0.097
C -0.937 0.178 -0.257
C -0.420 1.019 0.635
O 0.521 1.958 0.300
H -1.271 -1.931 -0.280
H -1.852 -1.123 1.182
H -2.748 -0.955 -0.351
H -0.698 0.325 -1.310
H -0.607 0.930 1.705
H 1.278 1.477 -0.088
C 2.131 -0.200 -0.410
O 1.198 -0.943 -0.215
H 2.344 0.209 -1.416
H 2.816 0.076 0.407
```

Values from the calculation:
HOMO level, eV: -8.8
SMILES string: C/C=C/O.C=O
ΔE to the lowest compared entry with this formula, charge and spin, kJ/mol: 284.39
2S+1: 1

DFT (ωB97M-V/def2-TZVPD) results for an isolated molecule of C4H8O2.

```
14
C4H8O2, DFT ωB97M-V/def2-TZVPD
C 1.966 -0.142 0.497
O 0.750 0.512 0.785
C -0.175 0.418 -0.257
C -0.841 -0.947 -0.514
O -2.136 -0.416 -0.205
C -1.580 0.859 0.149
H 1.958 -1.183 0.846
H 2.179 -0.140 -0.581
H 2.766 0.395 1.009
H 0.225 0.895 -1.164
H -0.536 -1.734 0.189
H -0.791 -1.325 -1.542
H -1.663 1.067 1.222
H -2.026 1.677 -0.428
```

Values from the calculation:
HOMO level, eV: -9.8
SMILES string: COC1COC1
ΔE to the lowest compared entry with this formula, charge and spin, kJ/mol: 240.96
2S+1: 1

DFT (ωB97M-V/def2-TZVPD) results for an isolated molecule of C4H8O2.

```
14
C4H8O2, DFT ωB97M-V/def2-TZVPD
C 0.572 2.118 -0.360
O 0.372 0.753 -0.624
C -0.648 0.222 0.190
C -0.715 -1.278 0.022
C 0.508 -2.077 0.072
O -0.387 -2.048 1.173
H -0.334 2.709 -0.565
H 0.855 2.282 0.693
H 1.382 2.466 -1.005
H -1.617 0.681 -0.068
H -0.442 0.434 1.251
H -1.564 -1.669 -0.540
H 1.460 -1.569 0.225
H 0.559 -3.025 -0.465
```

Values from the calculation:
HOMO level, eV: -10.0
SMILES string: COC[C@H]1CO1
ΔE to the lowest compared entry with this formula, charge and spin, kJ/mol: 252.05
2S+1: 1

DFT (ωB97M-V/def2-TZVPD) results for an isolated molecule of C4H8O2.

```
14
C4H8O2, DFT ωB97M-V/def2-TZVPD
O 0.666 -2.053 0.425
C -0.634 -1.593 0.139
C -0.785 -0.092 0.375
C 0.090 0.701 -0.562
C 0.816 1.894 -0.134
O 1.496 0.656 -0.298
H 1.292 -1.382 0.121
H -0.924 -1.826 -0.901
H -1.317 -2.144 0.795
H -1.831 0.204 0.221
H -0.514 0.140 1.412
H -0.144 0.600 -1.624
H 0.714 2.237 0.896
H 1.076 2.660 -0.863
```

Values from the calculation:
HOMO level, eV: -10.2
SMILES string: OCC[C@H]1CO1
ΔE to the lowest compared entry with this formula, charge and spin, kJ/mol: 196.22
2S+1: 1

DFT (ωB97M-V/def2-TZVPD) results for a cluster of 3 separate species, C4H8O2 in total.

```
14
C4H8O2, DFT ωB97M-V/def2-TZVPD
C 0.455 -0.355 -0.745
C -0.961 -0.523 -0.497
O -1.500 0.108 0.566
C -0.576 1.029 1.146
O 0.549 0.362 1.596
C 1.297 -0.259 0.531
H 0.021 -1.022 -1.960
H 0.748 0.410 -1.457
H -0.906 -0.647 -2.164
H -1.509 -1.436 -0.678
H -1.078 1.468 2.008
H -0.334 1.797 0.395
H 1.579 -1.248 0.907
H 2.215 0.315 0.353
```

Values from the calculation:
HOMO level, eV: -8.7
ΔE to the lowest compared entry with this formula, charge and spin, kJ/mol: 599.41
2S+1: 1

DFT (ωB97M-V/def2-TZVPD) results for a cluster of 2 separate species, C4H8O2 in total.

```
14
C4H8O2, DFT ωB97M-V/def2-TZVPD
C -2.070 0.304 -0.122
C -0.746 -0.449 -0.067
C 0.433 0.427 -0.438
O 0.338 1.587 -0.752
C 1.833 -0.235 -0.466
O 2.832 0.389 -0.710
H -2.100 1.101 0.627
H -2.912 -0.370 0.058
H -2.202 0.773 -1.101
H -0.747 -1.298 -0.767
H -0.582 -0.897 0.925
H 1.845 -1.323 -0.234
H 1.812 -0.115 1.677
H 2.409 0.208 1.372
```

Values from the calculation:
HOMO level, eV: -9.7
SMILES string: CCC(=O)C=O.[H][H]
ΔE to the lowest compared entry with this formula, charge and spin, kJ/mol: 270.66
2S+1: 1